C33H40CsN9O4S2Si as an isolated structure at a distorted geometry. Source: the OMol25 dataset; level of theory: ωB97M-V/def2-TZVPD.

```
! wB97M-V def2-TZVPD RIJCOSX def2/J DEFGRID3
* xyz -2 1
Cs 0.458 -0.915 -1.143
C 0.319 -6.315 1.879
C -0.068 -4.875 2.026
C -1.355 -4.439 1.704
C -1.722 -3.115 1.822
C -0.831 -2.140 2.303
N -1.248 -0.834 2.407
C -1.021 -0.180 3.548
C -0.665 -0.739 4.818
C -0.660 0.013 5.974
C -0.955 1.377 5.975
C -0.951 2.201 7.234
C -1.210 1.972 4.744
C -1.220 1.236 3.576
N -1.558 1.911 2.349
C -2.803 2.250 1.958
C -2.690 2.917 0.759
C -1.294 2.917 0.508
N -0.605 2.319 1.471
C 0.495 -2.592 2.511
C 0.860 -3.919 2.390
N 1.513 -1.659 2.888
C 2.389 -1.774 3.914
C 3.177 -0.639 3.895
C 2.664 0.119 2.811
N 1.674 -0.503 2.191
H -0.561 -6.968 2.010
H 0.769 -6.553 0.907
H 1.023 -6.597 2.660
H -2.086 -5.159 1.355
H -2.718 -2.770 1.533
H -0.499 -1.808 4.867
H -0.452 -0.482 6.916
H -0.925 1.560 8.115
H -0.074 2.861 7.296
H -1.856 2.826 7.326
H -1.421 3.039 4.667
H -3.648 1.956 2.561
H -3.472 3.320 0.146
H -0.765 3.300 -0.364
H 1.901 -4.170 2.541
H 2.371 -2.655 4.555
H 3.981 -0.407 4.576
H 2.979 1.085 2.438
C -3.362 2.568 -3.945
C -4.018 1.263 -3.698
N -4.926 0.743 -4.465
N -5.289 -0.386 -3.781
C -4.647 -0.602 -2.626
S -4.905 -1.796 -1.513
N -3.789 0.457 -2.593
N -2.771 0.585 -1.623
H -3.624 2.882 -4.956
H -2.290 2.529 -3.836
H -3.739 3.308 -3.229
H -6.002 -1.010 -4.108
H -3.150 1.014 -0.784
H -2.053 1.206 -1.996
C 0.399 -5.396 -3.256
Si 1.366 -4.029 -2.428
C 2.985 -4.828 -1.898
C 1.791 -2.783 -3.813
O 0.580 -3.434 -1.200
H 0.976 -5.820 -4.084
H -0.576 -5.057 -3.636
H 0.219 -6.193 -2.516
H 3.475 -5.350 -2.742
H 2.782 -5.576 -1.128
H 3.692 -4.095 -1.480
H 2.409 -3.289 -4.572
H 2.368 -1.895 -3.485
H 0.891 -2.398 -4.328
C 4.146 6.872 -2.908
C 3.203 5.698 -2.969
C 2.574 5.337 -4.150
C 1.791 4.199 -4.225
C 1.616 3.395 -3.109
C 2.189 3.779 -1.893
C 2.967 4.924 -1.838
S 0.779 1.863 -3.259
O -0.604 2.095 -2.859
O 0.935 1.417 -4.617
O 1.546 1.124 -2.293
H 4.247 7.339 -3.883
H 5.144 6.569 -2.570
H 3.799 7.628 -2.211
H 2.755 5.933 -5.041
H 1.372 3.895 -5.175
H 2.073 3.161 -1.005
H 3.436 5.183 -0.890
*
```

Summary:
Energy relative to the best compared isomer or geometry (same formula, charge and spin) in kJ/mol: 108.5
E in hartree: -3181.4098
Orbital gap in eV: 5.06
HOMO in eV: -1.281